Entry w
Density functional theory data (wB97M-V/def2-TZVPD) for a 2-piece molecular cluster, C11H15N overall.

Properties
* HOMO energy (spin up / spin down): 0.038 / -0.107 hartree
* charge: -1
* ⟨S²⟩: 0.772
* Kohn-Sham gap (spin up / spin down): 2.719 / 6.497 eV
* 2S+1: 2
* LUMO (spin up / spin down): 3.76 / 3.60 eV

Each atom is followed by the atoms it is bonded to, with distances in Å.
Atoms and positions in Å:
1 C 3.04 -1.05 1.47  C2 1.559, H3 1.161, H4 1.097, H5 1.105
2 C 2.38 0.21 0.84  C1 1.559, H6 1.052, H7 1.034, H8 1.080
3 H 2.32 -1.95 1.35  C1 1.161
4 H 4.02 -1.41 1.14  C1 1.097
5 H 3.15 -1.07 2.57  C1 1.105
6 H 2.08 -0.06 -0.13  C2 1.052
7 H 3.07 0.96 0.67  C2 1.034
8 H 1.64 0.57 1.54  C2 1.080
9 C -1.61 -0.77 2.06  C12 1.494, H24 1.083, H25 1.118, H27 1.075
10 C -0.86 1.08 -1.13  C11 1.366, C14 1.373, N18 1.477
11 C -1.30 -0.02 -0.44  C10 1.366, C12 1.481, C16 1.424
12 C -1.16 0.20 1.02  C9 1.494, C11 1.481, C13 1.443
13 C -0.66 1.55 1.15  C12 1.443, N18 1.357, H21 1.014
14 C -0.74 1.23 -2.49  C10 1.373, C15 1.345, H20 1.055
15 C -1.18 0.21 -3.25  C14 1.345, C17 1.441, H22 0.989
16 C -1.50 -1.11 -1.33  C11 1.424, C17 1.324, H23 1.083
17 C -1.51 -1.06 -2.66  C15 1.441, C16 1.324, H26 1.059
18 N -0.50 2.07 -0.10  C10 1.477, C13 1.357, H19 0.980
19 H -0.19 2.99 -0.22  N18 0.980
20 H -0.27 2.14 -2.72  C14 1.055
21 H -0.35 1.99 2.01  C13 1.014
22 H -1.17 0.34 -4.23  C15 0.989
23 H -1.80 -2.06 -0.91  C16 1.083
24 H -2.67 -0.63 2.25  C9 1.083
25 H -1.20 -0.73 3.10  C9 1.118
26 H -1.73 -1.90 -3.26  C17 1.059
27 H -1.29 -1.74 1.73  C9 1.075

These are the Mulliken partial charges, in e, on atoms 1 to 4:
1. C -1.047
2. C -0.748
3. H 0.226
4. H 0.358

***

Entry x
Density functional theory data (wB97M-V/def2-TZVPD) for a 2-piece molecular cluster, C11H15N overall.

Properties
* HOMO energy (spin up / spin down): 0.021 / -0.100 hartree
* charge: -1
* ⟨S²⟩: 0.771
* Kohn-Sham gap (spin up / spin down): 3.088 / 6.346 eV
* 2S+1: 2
* LUMO (spin up / spin down): 3.65 / 3.63 eV

Each atom is followed by the atoms it is bonded to, with distances in Å.
Atoms and positions in Å:
1 C -1.15 -3.30 0.81  C4 1.504, H17 1.086, H18 1.094, H19 1.094
2 C 1.59 -0.80 0.09  C3 1.407, C7 1.405, N10 1.374
3 C 0.22 -1.12 0.12  C2 1.407, C4 1.412, C9 1.450
4 C 0.06 -2.41 0.68  C1 1.504, C3 1.412, C5 1.395
5 C 1.32 -2.83 1.10  C4 1.395, N10 1.397, H16 1.069
6 C 1.14 1.34 -0.84  C7 1.433, C8 1.382, H11 1.085
7 C 2.12 0.33 -0.55  C2 1.405, C6 1.433, H12 1.078
8 C -0.21 1.14 -0.62  C6 1.382, C9 1.404, H13 1.078
9 C -0.74 -0.10 -0.23  C3 1.450, C8 1.404, H14 1.084
10 N 2.23 -1.83 0.75  C2 1.374, C5 1.397, H15 0.985
11 H 1.53 2.30 -1.16  C6 1.085
12 H 3.16 0.61 -0.58  C7 1.078
13 H -0.85 1.91 -1.02  C8 1.078
14 H -1.77 -0.31 0.02  C9 1.084
15 H 3.17 -2.08 0.60  N10 0.985
16 H 1.67 -3.80 1.38  C5 1.069
17 H -0.98 -4.12 1.51  C1 1.086
18 H -1.36 -3.69 -0.19  C1 1.094
19 H -2.02 -2.71 1.10  C1 1.094
20 C -2.84 3.44 -0.17  C21 1.546, H22 1.083, H23 1.104, H24 1.098
21 C -1.91 4.40 -0.96  C20 1.546, H25 1.082, H26 1.093, H27 1.087
22 H -2.96 3.71 0.87  C20 1.083
23 H -3.76 3.03 -0.61  C20 1.104
24 H -2.44 2.42 -0.24  C20 1.098
25 H -1.40 4.86 -0.13  C21 1.082
26 H -2.47 5.08 -1.60  C21 1.093
27 H -1.32 3.85 -1.69  C21 1.087

These are the Mulliken partial charges, in e, on atoms 1 to 4:
1. C -1.226
2. C -0.311
3. C 0.956
4. C 0.497

***

Stability check: which of them is most stable? entry x.

***

Entry w
Density functional theory data (wB97M-V/def2-TZVPD) for a 2-piece molecular cluster, C9H13NO2 overall.

Properties
* HOMO energy: -0.301 hartree
* charge: 0
* Kohn-Sham gap: 8.854 eV
* LUMO: 0.66 eV
* SMILES string: Cc1ccc(O)cc1.CC(N)=O

Each atom is followed by the atoms it is bonded to, with distances in Å.
Atoms and positions in Å:
1 C 0.51 0.59 2.54  C2 1.524, H9 1.095, H10 1.085, H11 1.087
2 C -0.54 -0.09 1.67  C1 1.524, C3 1.405, C8 1.381
3 C -0.13 -0.74 0.50  C2 1.405, C4 1.385, H12 1.083
4 C -0.96 -1.57 -0.24  C3 1.385, C5 1.395, H13 1.085
5 C -2.28 -1.78 0.17  C4 1.395, O6 1.366, C7 1.373
6 O -3.12 -2.62 -0.50  C5 1.366, H14 0.961
7 C -2.70 -1.17 1.33  C5 1.373, C8 1.396, H15 1.083
8 C -1.85 -0.34 2.05  C2 1.381, C7 1.396, H16 1.086
9 H 0.40 1.68 2.55  C1 1.095
10 H 1.45 0.41 2.03  C1 1.085
11 H 0.34 0.24 3.55  C1 1.087
12 H 0.90 -0.71 0.19  C3 1.083
13 H -0.45 -2.08 -1.05  C4 1.085
14 H -2.74 -2.80 -1.36  O6 0.961
15 H -3.66 -1.40 1.78  C7 1.083
16 H -2.22 0.10 2.97  C8 1.086
17 C 1.80 2.41 -1.63  C18 1.526, H21 1.083, H22 1.087, H23 1.083
18 C 2.11 0.91 -1.65  C17 1.526, N19 1.369, O20 1.208
19 N 1.80 0.30 -2.83  C18 1.369, H24 1.003, H25 1.003
20 O 2.58 0.29 -0.72  C18 1.208
21 H 1.00 2.63 -2.33  C17 1.083
22 H 2.73 2.88 -1.91  C17 1.087
23 H 1.65 2.65 -0.58  C17 1.083
24 H 2.03 -0.66 -2.97  N19 1.003
25 H 1.35 0.84 -3.55  N19 1.003

These are the Mulliken partial charges, in e, on atoms 1 to 4:
1. C -1.293
2. C 0.019
3. C -0.223
4. C -0.571

***

Entry x
Density functional theory data (wB97M-V/def2-TZVPD) for one molecule with the formula C9H13NO2.

Properties
* HOMO energy: -0.339 hartree
* charge: 0
* Kohn-Sham gap: 9.915 eV
* LUMO: 0.68 eV
* SMILES string: O=C1CCCC[C@@H]2CCC(=O)N12

Each atom is followed by the atoms it is bonded to, with distances in Å.
Atoms and positions in Å:
1 O -0.46 2.85 0.15  C2 1.204
2 C -0.42 1.73 -0.29  O1 1.204, C3 1.537, N12 1.359
3 C -1.79 1.20 -0.75  C2 1.537, C4 1.547, H13 1.074, H14 1.108
4 C -2.43 -0.04 -0.08  C3 1.547, C5 1.572, H15 1.130, H16 1.153
5 C -1.48 -0.49 1.08  C4 1.572, C6 1.553, H17 1.084, H18 1.145
6 C -0.21 -1.28 0.65  C5 1.553, C7 1.531, H19 1.131, H20 1.020
7 C 0.41 -0.55 -0.54  C6 1.531, C8 1.553, N12 1.389, H21 1.118
8 C 1.83 -1.13 -0.77  C7 1.553, C9 1.536, H22 1.066, H23 1.145
9 C 2.62 -0.20 0.16  C8 1.536, C10 1.542, H24 1.170, H25 1.176
10 C 1.87 1.15 0.19  C9 1.542, O11 1.244, N12 1.414
11 O 2.24 2.28 0.53  C10 1.244
12 N 0.58 0.81 -0.29  C2 1.359, C7 1.389, C10 1.414
13 H -2.33 2.12 -0.71  C3 1.074
14 H -1.49 0.83 -1.75  C3 1.108
15 H -2.69 -0.94 -0.71  C4 1.130
16 H -3.43 0.30 0.39  C4 1.153
17 H -1.04 0.43 1.44  C5 1.084
18 H -1.95 -0.97 2.01  C5 1.145
19 H -0.47 -2.33 0.34  C6 1.131
20 H 0.38 -1.13 1.47  C6 1.020
21 H -0.08 -0.84 -1.51  C7 1.118
22 H 1.93 -2.11 -0.39  C8 1.066
23 H 2.18 -1.13 -1.86  C8 1.145
24 H 3.77 -0.06 -0.03  C9 1.170
25 H 2.46 -0.51 1.28  C9 1.176

These are the Mulliken partial charges, in e, on atoms 1 to 4:
1. O -0.582
2. C 0.707
3. C -0.995
4. C -0.543

***

Stability check: which of them is most stable? entry w.

***

Entry w
Density functional theory data (wB97M-V/def2-TZVPD) for a 2-piece molecular cluster, C9H13NO2 overall.

Properties
* HOMO energy: -0.315 hartree
* charge: 0
* Kohn-Sham gap: 9.181 eV
* LUMO: 0.61 eV
* SMILES string: Cc1ccc(O)cc1.CC(N)=O

Each atom is followed by the atoms it is bonded to, with distances in Å.
Atoms and positions in Å:
1 C 2.73 2.67 -1.03  C2 1.463, H9 1.098, H10 1.118, H11 1.081
2 C 1.97 2.00 0.03  C1 1.463, C3 1.386, C8 1.426
3 C 0.64 2.22 0.38  C2 1.386, C4 1.387, H12 1.081
4 C -0.03 1.43 1.29  C3 1.387, C5 1.392, H13 1.088
5 C 0.56 0.23 1.68  C4 1.392, O6 1.396, C7 1.369
6 O -0.16 -0.77 2.35  C5 1.396, H14 0.963
7 C 1.84 -0.11 1.36  C5 1.369, C8 1.407, H15 1.079
8 C 2.57 0.90 0.70  C2 1.426, C7 1.407, H16 1.083
9 H 3.45 2.02 -1.55  C1 1.098
10 H 3.30 3.57 -0.68  C1 1.118
11 H 2.09 3.25 -1.69  C1 1.081
12 H 0.19 3.16 0.07  C3 1.081
13 H -1.06 1.63 1.57  C4 1.088
14 H -1.08 -0.69 2.06  O6 0.963
15 H 2.37 -1.00 1.67  C7 1.079
16 H 3.60 0.71 0.44  C8 1.083
17 C -2.51 -2.17 0.13  C18 1.493, H21 1.093, H22 1.088, H23 1.078
18 C -2.50 -2.94 -1.15  C17 1.493, N19 1.404, O20 1.203
19 N -2.55 -2.11 -2.29  C18 1.404, H24 1.009, H25 0.999
20 O -2.58 -4.13 -1.26  C18 1.203
21 H -3.14 -2.74 0.82  C17 1.093
22 H -3.04 -1.24 -0.03  C17 1.088
23 H -1.54 -2.06 0.59  C17 1.078
24 H -2.43 -2.69 -3.11  N19 1.009
25 H -2.68 -1.12 -2.33  N19 0.999

These are the Mulliken partial charges, in e, on atoms 1 to 4:
1. C -1.398
2. C 0.703
3. C -0.352
4. C -0.755

***

Entry x
Density functional theory data (wB97M-V/def2-TZVPD) for a 2-piece molecular cluster, C9H13NO2 overall.

Properties
* HOMO energy: -0.290 hartree
* charge: 0
* Kohn-Sham gap: 8.523 eV
* LUMO: 0.63 eV
* SMILES string: Cc1ccc(O)cc1.CC(N)=O

Each atom is followed by the atoms it is bonded to, with distances in Å.
Atoms and positions in Å:
1 C 3.16 -1.41 -2.16  C2 1.475, H9 1.099, H10 1.087, H11 1.086
2 C 1.85 -1.40 -1.50  C1 1.475, C3 1.402, C8 1.374
3 C 1.34 -0.16 -1.10  C2 1.402, C4 1.427, H12 1.144
4 C 0.17 -0.10 -0.28  C3 1.427, C5 1.439, H13 1.103
5 C -0.44 -1.34 0.13  C4 1.439, O6 1.352, C7 1.475
6 O -1.49 -1.29 0.97  C5 1.352, H14 1.046
7 C 0.17 -2.62 -0.31  C5 1.475, C8 1.365, H15 1.055
8 C 1.16 -2.56 -1.24  C2 1.374, C7 1.365, H16 1.167
9 H 3.22 -0.68 -2.99  C1 1.099
10 H 3.51 -2.39 -2.46  C1 1.087
11 H 4.01 -1.14 -1.53  C1 1.086
12 H 1.87 0.78 -1.47  C3 1.144
13 H -0.24 0.84 0.12  C4 1.103
14 H -1.85 -0.32 1.13  O6 1.046
15 H -0.08 -3.47 0.26  C7 1.055
16 H 1.55 -3.60 -1.61  C8 1.167
17 C -1.99 3.13 0.22  C18 1.432, H21 1.174, H22 1.239, H23 1.130
18 C -1.51 2.37 1.33  C17 1.432, N19 1.442, O20 1.219
19 N -0.09 2.46 1.57  C18 1.442, H24 0.970, H25 0.980
20 O -2.15 1.63 2.05  C18 1.219
21 H -2.26 2.42 -0.68  C17 1.174
22 H -1.18 4.00 -0.13  C17 1.239
23 H -3.00 3.51 0.57  C17 1.130
24 H 0.26 1.97 2.34  N19 0.970
25 H 0.51 2.65 0.82  N19 0.980

These are the Mulliken partial charges, in e, on atoms 1 to 4:
1. C -1.441
2. C 1.001
3. C -0.593
4. C 0.499

***

Stability check: which of them is most stable? entry w.

***

Entry w
Density functional theory data (wB97M-V/def2-TZVPD) for a 2-piece molecular cluster, C14H16O overall.

Properties
* HOMO energy: -0.324 hartree
* charge: 0
* Kohn-Sham gap: 9.692 eV
* LUMO: 0.87 eV
* SMILES string: Cc1ccc(O)cc1.Cc1ccccc1

Each atom is followed by the atoms it is bonded to, with distances in Å.
Atoms and positions in Å:
1 C 2.83 -1.21 -1.15  C2 1.497, H9 1.085, H10 1.101, H11 1.118
2 C 1.48 -1.14 -1.80  C1 1.497, C3 1.380, C8 1.384
3 C 1.22 -1.88 -2.93  C2 1.380, C4 1.389, H12 1.084
4 C -0.02 -2.06 -3.53  C3 1.389, C5 1.381, H13 1.074
5 C -1.02 -1.23 -3.06  C4 1.381, O6 1.383, C7 1.382
6 O -2.26 -1.25 -3.67  C5 1.383, H14 0.968
7 C -0.86 -0.56 -1.86  C5 1.382, C8 1.428, H15 1.081
8 C 0.42 -0.44 -1.25  C2 1.384, C7 1.428, H16 1.084
9 H 3.62 -0.73 -1.72  C1 1.085
10 H 3.14 -2.18 -0.74  C1 1.101
11 H 2.84 -0.72 -0.15  C1 1.118
12 H 2.02 -2.41 -3.43  C3 1.084
13 H -0.31 -2.78 -4.27  C4 1.074
14 H -2.41 -0.58 -4.36  O6 0.968
15 H -1.58 0.13 -1.45  C7 1.081
16 H 0.38 0.21 -0.38  C8 1.084
17 C 0.37 -0.73 2.67  C18 1.492, H24 1.085, H25 1.114, H26 1.112
18 C -0.27 0.61 2.54  C17 1.492, C19 1.390, C23 1.395
19 C -1.59 0.84 2.94  C18 1.390, C20 1.394, H27 1.080
20 C -2.25 2.04 2.69  C19 1.394, C21 1.392, H28 1.087
21 C -1.52 3.11 2.17  C20 1.392, C22 1.393, H29 1.086
22 C -0.22 2.94 1.71  C21 1.393, C23 1.379, H30 1.083
23 C 0.35 1.71 1.94  C18 1.395, C22 1.379, H31 1.101
24 H -0.29 -1.41 2.14  C17 1.085
25 H 0.52 -0.97 3.75  C17 1.114
26 H 1.36 -0.86 2.20  C17 1.112
27 H -2.26 0.11 3.37  C19 1.080
28 H -3.33 2.00 2.67  C20 1.087
29 H -1.96 4.10 2.17  C21 1.086
30 H 0.23 3.74 1.14  C22 1.083
31 H 1.40 1.58 1.64  C23 1.101

These are the Mulliken partial charges, in e, on atoms 1 to 4:
1. C -1.301
2. C 0.092
3. C -0.218
4. C -0.540

***

Entry x
Density functional theory data (wB97M-V/def2-TZVPD) for a 2-piece molecular cluster, C14H16O overall.

Properties
* HOMO energy: -0.307 hartree
* charge: 0
* Kohn-Sham gap: 9.195 eV
* LUMO: 0.85 eV
* SMILES string: Cc1ccc(O)cc1.Cc1ccccc1

Each atom is followed by the atoms it is bonded to, with distances in Å.
Atoms and positions in Å:
1 C -0.73 -1.12 -2.69  C2 1.504, H9 1.091, H10 1.088, H11 1.094
2 C -1.10 -2.01 -1.54  C1 1.504, C3 1.393, C8 1.390
3 C -0.15 -2.62 -0.73  C2 1.393, C4 1.382, H12 1.090
4 C -0.54 -3.20 0.46  C3 1.382, C5 1.385, H13 1.087
5 C -1.86 -3.16 0.86  C4 1.385, O6 1.364, C7 1.382
6 O -2.23 -3.51 2.13  C5 1.364, H14 0.962
7 C -2.84 -2.71 -0.01  C5 1.382, C8 1.386, H15 1.080
8 C -2.44 -2.18 -1.23  C2 1.390, C7 1.386, H16 1.080
9 H 0.05 -0.44 -2.35  C1 1.091
10 H -1.53 -0.46 -3.03  C1 1.088
11 H -0.33 -1.65 -3.56  C1 1.094
12 H 0.89 -2.56 -1.06  C3 1.090
13 H 0.16 -3.65 1.17  C4 1.087
14 H -1.45 -3.82 2.60  O6 0.962
15 H -3.89 -2.78 0.23  C7 1.080
16 H -3.18 -1.85 -1.95  C8 1.080
17 C 3.43 3.28 1.30  C18 1.517, H24 1.090, H25 1.089, H26 1.095
18 C 2.06 2.80 0.87  C17 1.517, C19 1.388, C23 1.394
19 C 1.91 1.72 0.01  C18 1.388, C20 1.393, H27 1.090
20 C 0.67 1.18 -0.29  C19 1.393, C21 1.382, H28 1.075
21 C -0.47 1.77 0.21  C20 1.382, C22 1.391, H29 1.083
22 C -0.35 2.91 1.00  C21 1.391, C23 1.388, H30 1.082
23 C 0.90 3.42 1.32  C18 1.394, C22 1.388, H31 1.081
24 H 3.33 3.91 2.18  C17 1.090
25 H 3.93 3.81 0.49  C17 1.089
26 H 4.07 2.40 1.43  C17 1.095
27 H 2.79 1.21 -0.38  C19 1.090
28 H 0.68 0.22 -0.78  C20 1.075
29 H -1.46 1.37 0.04  C21 1.083
30 H -1.24 3.42 1.34  C22 1.082
31 H 0.93 4.30 1.95  C23 1.081

These are the Mulliken partial charges, in e, on atoms 1 to 4:
1. C -1.215
2. C 0.390
3. C -0.527
4. C -0.476

***

Stability check: which of them is most stable? entry x.